Below is 16 unconnected molecules or ions with the total composition C68H136F8N18O22S8 in a non-equilibrium geometry, with properties calculated with ωB97M-V/def2-TZVPD.

Spin multiplicity: 2
LUMO (alpha / beta), eV: -3.19 / -3.19
Charge: +1
Molecular weight, g mol⁻¹: 1966.46
F_max, eV/Å: 13.35
<S²>: 0.757

Geometry (Å):
S1 3.37169 -1.95876 -3.77128
S2 2.70024 -0.02098 -5.13077
S3 5.36673 -3.07437 1.74712
S4 1.03120 1.47090 4.46888
S5 -5.21649 -3.01131 2.42987
S6 1.59692 -0.78197 4.55340
S7 -3.21877 -2.57332 3.75300
S8 5.02262 -3.93507 -0.31814
F1 4.52808 -3.11704 -3.77175
F2 2.80844 -1.64747 4.12194
F3 -2.40237 -1.35954 3.04395
F4 5.80226 -3.46989 -1.69334
F5 6.58679 -2.78676 2.72572
F6 -5.52678 -3.48861 0.96665
F7 1.55429 2.93098 3.88214
F8 3.47922 0.94117 -6.21128
O1 4.64352 -1.82788 1.89858
O2 3.63940 -1.29795 -2.48328
O3 4.91424 -4.31002 2.36251
O4 -4.20253 -1.94607 4.63594
O5 7.59324 -0.23800 0.16437
O6 -5.90500 -3.89614 3.36778
O7 -2.02519 -3.13993 4.40141
O8 3.72639 -3.26245 -0.53418
O9 1.54673 -1.05957 6.00151
O10 2.65629 0.86330 -3.99492
O11 1.45428 -0.31779 -5.81147
O12 -2.01118 1.45678 -2.39975
O13 -1.66727 3.45588 -1.64334
O14 0.90391 1.82545 5.88462
O15 0.54801 -1.40357 3.72066
O16 0.01134 -6.24203 -3.97761
O17 5.09486 -5.39375 -0.37037
O18 -1.54435 -5.04003 -3.03466
O19 -5.61858 -1.63071 2.28600
O20 2.12041 -2.71097 -3.89981
O21 7.32614 1.87103 -0.15257
O22 -0.21671 1.41465 3.70370
N1 7.51573 1.64042 4.37680
N2 -7.46178 -0.91723 -1.72988
N3 6.24365 -3.24654 0.56071
N4 5.56214 2.03642 3.33643
N5 -3.79199 -3.34110 2.34057
N6 -5.50261 -1.95838 -1.83336
N7 -4.77349 -2.10692 -5.54871
N8 -3.64509 -6.32653 0.89560
N9 2.10251 7.53462 1.42238
N10 -2.60709 -1.50453 -5.31279
N11 -5.45211 -7.66995 1.03770
N12 -3.85705 3.46875 1.43701
N13 3.87742 -1.20846 -4.96298
N14 4.64263 4.70775 -5.15650
N15 0.44182 8.60536 0.23546
N16 1.03731 -5.59025 5.36896
N17 0.71283 -0.42474 -0.36579
N18 2.19312 0.70156 4.09851
C1 -2.40312 3.08851 1.88076
C2 3.28138 4.82882 -5.88047
C3 1.60585 -1.26715 0.65191
C4 1.85850 3.36405 0.24632
C5 5.47680 0.45671 -0.58305
C6 2.67655 8.05101 0.27708
C7 2.82300 6.93399 2.55437
C8 0.58298 -5.09515 -1.99038
C9 1.49361 -4.78754 4.14679
C10 -3.91712 -6.51087 2.26521
C11 -6.53321 0.08689 -1.86982
C12 -0.82794 9.22224 -0.13615
C13 8.73052 1.44144 6.55284
C14 1.35268 1.00762 -0.61418
C15 6.70768 2.62727 3.90089
C16 -4.82052 -0.78318 -5.23092
C17 -1.37826 8.45861 -1.37295
C18 1.64610 -5.64167 2.87119
C19 -2.59262 -5.44342 0.32844
C20 -9.20117 -0.24331 -0.14894
C21 8.78316 1.99538 5.14681
C22 -4.53936 -7.08578 0.17104
C23 -3.60517 5.84997 2.06339
C24 -1.40525 2.53144 -2.38467
C25 5.68581 5.70779 -5.74223
C26 7.16967 5.73189 -5.13889
C27 -5.99516 -2.87996 -5.76985
C28 -3.45170 -0.46853 -5.00833
C29 0.74769 7.84636 1.35525
C30 1.78317 -6.62777 7.45531
C31 -1.10765 -1.58393 -5.25506
C32 -1.32104 -1.61993 0.04084
C33 0.77619 -5.51090 7.74879
C34 8.08897 6.65535 -5.96726
C35 -4.01058 4.86496 0.91621
C36 2.12880 -6.44771 5.96215
C37 -5.27537 -0.56838 -1.93649
C38 1.36188 1.94094 0.61503
C39 -6.55995 -9.71987 0.18339
C40 0.76624 -4.62946 6.50715
C41 -8.87218 -0.60061 -1.57336
C42 -5.03101 -7.36060 2.31174
C43 -6.83099 -2.11366 -1.60672
C44 -5.03963 1.53514 2.53369
C45 1.67172 8.69899 -0.38002
C46 4.26607 4.90171 -3.66127
C47 -3.42430 -2.56822 -5.63914
C48 -0.65551 -0.29989 0.26010
C49 -4.60250 -3.08833 -1.88952
C50 1.66263 -4.83465 1.57356
C51 -6.78651 -2.43898 -6.97517
C52 -0.34033 -5.41077 -3.11556
C53 4.57357 2.72624 2.55474
C54 -0.41845 2.74916 -3.53673
C55 -0.23237 -6.43757 5.02443
C56 -4.87662 3.07766 2.57786
C57 5.23405 3.27588 -5.38662
C58 -4.41960 2.43511 0.40301
C59 5.66416 0.67232 3.61781
C60 -4.02957 7.28896 1.61705
C61 6.90214 0.74830 -0.18385
C62 -6.68768 -8.26364 0.57476
C63 -4.96751 1.23142 1.09916
C64 -0.98741 -1.77560 -1.49535
C65 6.89571 0.41804 4.20358
C66 0.41466 -1.20526 -1.66314
C67 2.29845 4.23008 -4.85242
C68 2.82802 4.50370 -3.42471
H1 6.07506 3.31540 -4.69435
H2 -9.08535 -1.08691 0.53153
H3 9.02694 3.05615 5.20531
H4 0.68706 -4.70095 1.10613
H5 -4.25905 1.12658 3.17546
H6 -0.90685 -2.42105 0.65299
H7 9.53153 1.96927 7.07041
H8 0.21665 -4.37672 -1.25706
H9 0.78062 1.35369 -1.47504
H10 2.02329 -3.83972 1.83457
H11 -4.26440 -0.18902 -1.95734
H12 1.52554 -3.85157 6.42679
H13 -6.34998 -10.46298 0.95268
H14 -5.24435 2.97420 -0.06310
H15 1.92242 1.39767 1.37579
H16 -9.51924 -1.37367 -1.98783
H17 -5.02636 5.08682 0.58900
H18 7.85952 1.66453 7.16902
H19 -1.11519 0.59435 -0.16078
H20 -4.34897 0.34712 0.94575
H21 -0.09474 1.79497 -3.95247
H22 2.36298 5.29973 -2.84319
H23 -4.63069 -3.47045 -2.90996
H24 -5.74069 -0.21853 -5.26006
H25 -3.82045 8.11337 2.29876
H26 5.01308 3.06364 1.61607
H27 7.98860 6.26767 -6.98103
H28 0.03447 -7.36632 4.52013
H29 -6.84151 1.12170 -1.89246
H30 -8.96699 0.31138 -2.16276
H31 1.27505 -7.58774 7.54678
H32 0.88457 -6.39426 2.66681
H33 3.82119 7.34742 2.69860
H34 2.63485 -6.66842 8.13434
H35 4.29532 5.96007 -3.40221
H36 -5.84078 -9.85104 -0.62513
H37 -7.13475 -7.63060 -0.19171
H38 -5.84618 3.52279 2.35449
H39 2.26050 3.15784 -5.04466
H40 7.37236 -0.49405 4.53111
H41 0.00986 7.58149 2.09812
H42 2.57399 -1.33949 0.15635
H43 3.07991 5.86877 -6.13741
H44 2.56430 -6.21611 2.99372
H45 4.83482 0.05130 3.31294
H46 0.84192 -6.03451 -1.50186
H47 -3.58076 -3.01354 -1.51731
H48 3.73859 7.96427 0.10116
H49 0.51053 3.20068 -3.18855
H50 4.89683 0.79755 0.27460
H51 -7.42459 -8.13051 1.36680
H52 -3.37682 5.14010 0.07316
H53 -0.85557 8.78315 -2.27272
H54 -0.20074 -5.86158 8.08155
H55 3.05066 -5.86624 5.97530
H56 -0.59292 10.24568 -0.42843
H57 -2.39878 -5.78361 -0.68881
H58 -3.00522 -4.43563 0.28145
H59 5.24034 6.70044 -5.80774
H60 -7.71537 -3.00696 -7.02721
H61 9.56403 1.50316 4.56710
H62 -1.13167 -2.78577 -1.87854
H63 0.31194 2.06003 0.88250
H64 -2.39906 8.76307 -1.60397
H65 5.05568 4.32676 -3.17747
H66 -6.95395 -1.36477 -6.89679
H67 2.20059 -5.39690 0.81029
H68 -0.93988 -5.87085 4.41915
H69 3.10028 5.89112 2.40061
H70 9.14586 6.65462 -5.70065
H71 7.80455 7.70568 -5.90402
H72 -2.52441 5.81179 2.19975
H73 -2.39596 -1.70937 0.19788
H74 -3.65137 2.22263 -0.34048
H75 -1.63930 -1.10379 -2.05375
H76 -0.84346 -2.33755 -4.51319
H77 2.27812 6.92503 3.49836
H78 -1.30818 7.37189 -1.32591
H79 1.82201 4.01090 1.12287
H80 -2.96733 0.48893 -4.88559
H81 -6.18034 -2.63533 -7.85954
H82 -3.73306 7.49895 0.58939
H83 1.12549 -2.12423 1.12388
H84 1.35658 3.85728 -0.58609
H85 -6.62061 -2.76938 -4.88402
H86 2.69244 3.60143 -2.82836
H87 7.55442 4.74092 -5.37981
H88 -1.68867 -5.36833 0.93287
H89 -5.65888 -3.87789 -6.05119
H90 4.18924 3.59584 3.08783
H91 -1.48942 9.24671 0.72984
H92 5.23296 -0.55245 -0.91505
H93 1.76581 -0.62946 1.52132
H94 -2.52586 2.07295 2.25714
H95 -7.33493 -3.06767 -1.55877
H96 -5.97329 1.05020 0.72012
H97 -4.01862 5.51574 3.01494
H98 2.92888 3.48735 0.08144
H99 -1.88663 3.20047 0.92745
H100 4.45932 2.56107 -5.10926
H101 -7.51416 -10.11486 -0.16528
H102 8.97946 0.38386 6.64033
H103 -5.95209 1.11370 2.95547
H104 6.92084 3.68109 3.79877
H105 -2.04034 3.69662 2.70944
H106 1.10463 -4.95927 8.62966
H107 -8.66984 0.61711 0.25782
H108 -0.83873 3.21922 -4.42584
H109 7.26946 5.97922 -4.08202
H110 1.78671 9.37472 -1.21462
H111 3.68855 2.10964 2.39771
H112 2.21514 -7.43302 5.50411
H113 2.40405 -4.23983 4.39014
H114 -5.57673 -7.70799 3.17655
H115 -4.47750 3.35892 3.55239
H116 2.28648 0.73847 -1.10781
H117 5.51863 3.14831 -6.43106
H118 -0.71574 -6.68838 5.96866
H119 1.43331 -4.67159 -2.52483
H120 0.67049 -4.09604 3.96679
H121 1.26222 -1.89056 -1.65264
H122 1.30595 4.66541 -4.96880
H123 5.74581 5.42308 -6.79267
H124 -0.67121 -2.08120 -6.12129
H125 3.09927 4.26265 -6.79392
H126 -10.25265 -0.03725 0.05113
H127 -5.06038 -3.92043 -1.35468
H128 -0.19908 -4.16763 6.29987
H129 -0.67275 -0.63550 -4.93974
H130 -5.10779 7.44879 1.61960
H131 0.64810 -0.58508 -2.52857
H132 -0.59085 -0.09988 1.32964
H133 -4.65919 -7.09882 -0.90221
H134 -3.27569 -5.92428 2.90621
H135 5.09625 1.05085 -1.41388
H136 -3.13018 -3.55871 -5.95352

Mulliken atomic charge list, values in e, 5 entries: S 0.903; S 1.274; S 1.044; S 0.436; S 0.428